Formula: C27H59BrF3N4O3
Source: OMol25
Level of theory: ωB97M-V with the def2-TZVPD basis set

Properties
- LUMO level (eV) = 2.2
- HOMO level (hartree) = -0.1714
- charge = -1

Last column: Mulliken charge in e.
Positions of all 97 atoms, in Å:
Br (-6.62608, -1.70886, 3.00327)  -0.137
F (-5.98140, 3.57994, 3.44686)  -0.271
F (-7.10762, 3.13346, 1.66384)  -0.283
F (-8.12119, 3.30992, 3.56306)  -0.292
O (-3.06491, -2.64572, 4.08943)  -0.820
O (-3.39623, -0.14806, 1.66041)  -0.271
O (-2.27372, -0.51210, 4.12196)  -0.692
N (0.45299, 4.54978, -4.67001)  0.109
N (2.55194, -0.83519, -1.34036)  0.381
N (-5.20730, -0.46519, 3.10709)  -0.227
N (0.96335, -5.02466, 2.92337)  0.310
C (3.93488, -0.96419, -0.92681)  -0.588
C (1.21803, 6.93380, -4.14279)  -0.970
C (0.94832, -5.27260, 5.38685)  -1.421
C (1.40186, 3.87768, -3.79805)  -0.172
C (0.90956, 0.15982, -2.85048)  -1.126
C (-1.28555, 0.46090, 0.70202)  0.555
C (0.54272, -3.62833, 2.96211)  -0.873
C (-5.60042, 0.80960, 2.51376)  -0.076
C (1.49470, -5.49474, 1.66071)  -0.796
C (-2.23458, -0.66726, 1.04119)  -0.435
C (-3.96808, -1.08497, 2.54921)  0.458
C (2.00232, 4.89147, -6.67986)  -0.993
C (1.69468, -5.50113, 4.08118)  -0.294
C (1.67756, -1.95610, -1.03560)  1.001
C (-0.70327, 1.20764, 1.90438)  -0.031
C (0.70519, 4.33203, -6.08137)  -0.690
C (-1.63723, 2.25025, 2.51263)  -1.234
C (2.91101, -5.06712, 1.25162)  -0.680
C (1.62876, -2.55805, 3.12724)  -0.583
C (1.76992, -3.19862, -1.92909)  -1.336
C (-6.99989, 2.83799, 2.97460)  0.912
C (-6.82801, 1.37010, 3.22339)  -0.853
C (0.96230, 3.84734, -2.34311)  -1.616
C (2.36315, -0.23057, -2.64740)  -0.515
C (-2.99815, -1.44705, 3.73636)  0.276
C (4.83896, -1.92094, -1.71466)  -1.012
C (0.09026, 5.90242, -4.28277)  -0.704
H (-0.05497, -5.69630, 5.33428)  0.345
H (-2.52545, -1.20809, 0.12479)  0.232
H (1.87137, -2.24623, 0.00088)  -0.758
H (0.68926, 3.24973, -6.24437)  0.362
H (-0.41120, 0.49207, 2.68015)  -0.196
H (0.21420, 1.70993, 1.56824)  0.439
H (-0.18119, -3.51359, 3.76943)  0.411
H (-7.73986, 0.89546, 2.85505)  0.430
H (2.41547, 4.30910, -3.85121)  0.159
H (3.64482, -5.24029, 2.04029)  0.378
H (4.61311, -2.96560, -1.50252)  0.169
H (0.85664, -4.21351, 5.62716)  0.278
H (2.19387, -2.38749, 2.20983)  -0.001
H (3.22599, -5.65101, 0.38285)  0.383
H (-4.75126, 1.47356, 2.68651)  0.157
H (-0.03738, 3.42326, -2.24250)  0.362
H (3.93837, -1.25644, 0.12750)  0.283
H (2.16174, 4.46532, -7.67255)  0.406
H (1.49098, 2.85140, -4.16415)  0.374
H (-1.74277, -1.37886, 1.71613)  0.166
H (1.65247, 3.23203, -1.76369)  0.424
H (2.06405, 6.52838, -3.58554)  0.257
H (0.89468, -3.83101, -1.76652)  0.412
H (5.88210, -1.74878, -1.44066)  0.430
H (-0.02308, -3.43766, 2.04720)  0.224
H (2.95098, -4.01486, 0.96846)  -0.062
H (-6.74779, 1.21699, 4.30173)  0.283
H (2.69539, -0.86347, -3.48783)  0.175
H (-0.44303, 5.84702, -3.33150)  0.371
H (0.79193, -5.18546, 0.88164)  0.348
H (0.77894, 0.73203, -3.77029)  0.390
H (-1.96932, 2.96434, 1.75043)  0.318
H (1.84314, -6.57671, 3.94016)  0.448
H (1.16242, -1.61169, 3.40537)  0.178
H (-0.14705, 4.73440, -6.63668)  0.377
H (-1.12627, 2.80742, 3.30347)  0.428
H (-4.22013, -2.00858, 2.01078)  0.381
H (1.46290, -6.58989, 1.67844)  0.407
H (2.98724, 0.66880, -2.67558)  0.536
H (4.75044, -1.76458, -2.79115)  0.275
H (-5.77555, 0.75305, 1.43213)  0.112
H (4.37457, 0.03797, -0.96472)  0.442
H (2.86995, 4.63705, -6.06958)  0.274
H (0.57851, 0.76909, -2.00854)  0.134
H (-1.82314, 1.17865, 0.06389)  0.377
H (-2.50792, 1.76586, 2.95683)  0.085
H (0.96346, 4.84195, -1.89536)  0.419
H (0.85298, 7.80414, -3.59411)  0.371
H (-0.47325, 0.04545, 0.09228)  -0.803
H (2.65129, -3.79399, -1.69192)  0.201
H (2.33866, -2.82074, 3.91474)  0.354
H (1.48609, -5.75055, 6.20787)  0.431
H (-0.64379, 6.25983, -5.00987)  0.371
H (0.25847, -0.71160, -2.92049)  0.401
H (1.58642, 7.28311, -5.10679)  0.270
H (2.70337, -5.06167, 4.16907)  0.268
H (1.96976, 5.97509, -6.78987)  0.225
H (0.64863, -1.59249, -1.04119)  -0.283
H (1.80091, -2.95402, -2.99253)  0.357